Here is a cluster of 2 separate species, C26H33BO4S in total from the OMol25 dataset. Energies are from ωB97M-V with the def2-TZVPD basis set.

```
65
Properties=species:S:1:pos:R:3:forces:R:3:mulliken_charge:R:1
C 3.689145 -0.392569 0.817052 0.53 -0.53 0.12 -0.505
O 2.529141 0.114500 1.524437 -2.12 0.19 0.21 -0.280
C 1.449030 -0.629268 1.654505 1.92 -0.65 -2.84 0.196
C 0.377095 -0.495619 0.698418 -0.28 0.43 0.35 0.735
C -0.467716 -1.618912 0.484294 -0.10 0.42 0.50 -0.115
C -1.688042 -1.443943 -0.161272 0.13 -0.27 -0.17 -0.659
C -2.043591 -0.189953 -0.681825 0.38 -0.26 0.36 -0.304
C -1.133796 0.874140 -0.617113 0.11 0.17 -0.07 -0.683
C 0.075846 0.737205 0.052464 0.06 -0.35 0.01 -0.259
H 4.334333 0.478334 0.686178 -0.14 -0.25 0.09 0.242
H 4.165623 -1.164913 1.430058 -0.01 0.19 -0.11 0.149
H 3.403436 -0.812753 -0.161589 -0.15 0.32 0.37 0.321
H 1.532197 -1.558080 2.235026 -0.06 0.35 0.49 -0.002
H -0.113330 -2.592788 0.842690 -0.51 0.37 0.09 0.455
H -2.377834 -2.289063 -0.251320 0.33 0.33 -0.05 0.395
H -3.025543 -0.052689 -1.143244 0.40 -0.03 0.14 0.413
H -1.396428 1.824931 -1.084359 0.15 -0.27 0.17 0.389
H 0.804303 1.550400 0.094792 -0.40 -0.16 0.21 0.432
C 5.142645 -5.364497 2.691413 0.06 0.92 0.20 -0.863
O 5.332652 -3.934758 2.818654 0.33 -0.96 -0.01 -0.475
C 4.370740 -3.205505 3.452355 -1.02 0.48 0.18 1.252
C 4.658211 -1.846619 3.729677 -0.15 -0.69 -0.27 -1.409
C 3.648562 -1.009095 4.189559 0.76 -0.52 -0.03 -0.168
C 2.381978 -1.506076 4.453834 -1.64 0.85 -1.11 -0.470
B 1.249701 -0.440915 5.022656 2.46 -2.26 2.54 1.773
C 1.699003 -0.711696 6.591939 -0.19 -0.37 0.88 0.490
C 1.180402 -1.690126 7.413931 0.78 0.89 0.48 -1.138
C 1.506766 -1.477854 8.799173 0.47 0.55 -0.17 -0.739
C 2.311651 -0.373225 9.005821 -0.46 -0.96 -0.74 0.618
C 2.741347 0.212366 10.293884 0.14 0.23 0.30 -1.212
S 2.733034 0.367333 7.479780 -0.67 -0.77 0.52 -0.252
O 1.462427 0.927718 4.728082 -0.73 0.84 -1.15 -0.772
C 0.214503 1.565668 5.003579 -0.08 -0.42 -0.29 1.902
C 0.227811 2.113651 6.426686 -0.28 0.27 0.26 -2.136
C 0.099811 2.694474 3.990017 -0.35 0.13 0.23 -1.726
C -0.881325 0.382852 4.825417 0.61 0.02 0.08 1.801
C -2.026112 0.470235 5.830127 0.01 0.11 -0.13 -1.985
C -1.384269 0.274168 3.394440 -0.18 0.41 -0.31 -1.287
O -0.131431 -0.811678 5.037881 -1.15 0.41 -1.00 -0.441
C 2.098040 -2.850935 4.229116 0.50 0.05 -0.19 -0.950
C 3.080602 -3.706518 3.724943 0.56 0.09 -0.19 -0.436
H 6.084983 -5.721139 2.277822 -0.15 -0.08 0.03 0.256
H 4.956129 -5.830915 3.670262 0.05 0.16 -0.23 0.346
H 4.314171 -5.599729 2.008716 0.17 0.07 0.12 0.305
H 5.649270 -1.454787 3.513744 -0.03 -0.16 0.03 0.364
H 3.862006 0.043713 4.363539 -0.06 -0.11 -0.04 0.402
H 0.598656 -2.534716 7.061155 -0.16 0.27 -0.03 0.432
H 1.137200 -2.111484 9.606828 0.13 0.24 -0.10 0.318
H 2.317211 -0.376923 11.113042 0.14 0.16 -0.01 0.345
H 3.834508 0.225262 10.385862 -0.17 0.05 0.12 0.263
H 2.372230 1.246448 10.369830 0.18 -0.24 0.18 0.250
H -0.663249 2.731275 6.614730 0.15 -0.13 -0.04 0.353
H 0.263183 1.308046 7.172022 -0.04 0.33 -0.26 0.341
H 1.114869 2.744317 6.575180 -0.19 -0.19 -0.12 0.470
H -0.906802 3.129366 4.017539 0.13 0.05 -0.14 0.331
H 0.820791 3.474827 4.250847 -0.05 -0.07 -0.09 0.461
H 0.331361 2.327355 2.984376 -0.12 0.11 0.14 0.102
H -2.607040 1.388479 5.644089 0.07 -0.26 0.15 0.353
H -2.689076 -0.398507 5.713222 0.17 0.21 0.03 0.420
H -1.633956 0.490887 6.855358 -0.24 -0.10 -0.34 0.326
H -1.993092 1.134688 3.086445 0.10 -0.08 -0.01 0.385
H -0.510365 0.208687 2.732672 -0.46 0.14 0.34 -0.422
H -1.982334 -0.635773 3.250851 0.17 0.12 0.21 0.496
H 1.095931 -3.228986 4.421910 0.10 0.03 0.00 0.401
H 2.833565 -4.744002 3.503961 0.10 0.20 0.10 0.408
```
Positions in Å, forces in eV/Å.

Output
Energy above the lowest of the compared OMol25 structures with the same formula, charge and spin ... 90.1 kcal/mol
Orbital gap ... 3.01 eV
LUMO ... -3.1 eV
Total energy ... -1734.422476 hartree